No. 1
Here is one molecule with the formula C14H16ClNOS from OMol25. Energies are from ωB97M-V with the def2-TZVPD basis set.

SMILES string: O=C1CN(c2ccc(Cl)cc2)C2(CCCCC2)S1

Last column: natural (NBO) charge in e.
Atoms and positions in Å:
O (0.9925, 3.8603, 0.4351)  -0.541
C (0.8780, 2.6956, 0.1801)  0.386
C (0.2609, 2.1121, -1.0945)  -0.333
N (-0.1486, 0.7529, -0.8548)  -0.492
C (-1.5025, 0.5912, -0.4546)  0.134
C (-2.1634, 1.5041, 0.3620)  -0.234
C (-3.4940, 1.3167, 0.6885)  -0.209
C (-4.1704, 0.2119, 0.1977)  -0.048
Cl (-5.8325, -0.0252, 0.6057)  0.009
C (-3.5283, -0.7034, -0.6225)  -0.239
C (-2.2008, -0.5073, -0.9484)  -0.156
C (0.8732, 0.0877, -0.1042)  0.165
C (2.0843, -0.2168, -1.0035)  -0.456
C (2.7902, -1.5153, -0.6109)  -0.395
C (2.9011, -1.6025, 0.9056)  -0.409
C (1.5085, -1.7255, 1.5360)  -0.404
C (0.4093, -1.1586, 0.6298)  -0.448
S (1.4002, 1.3800, 1.2069)  0.143
H (1.0390, 2.1337, -1.8663)  0.233
H (-0.5736, 2.7271, -1.4321)  0.244
H (-1.6423, 2.3629, 0.7584)  0.229
H (-4.0017, 2.0232, 1.3259)  0.230
H (-4.0670, -1.5547, -1.0073)  0.229
H (-1.6954, -1.2033, -1.5992)  0.217
H (2.8008, 0.6045, -0.9491)  0.216
H (1.7302, -0.2878, -2.0344)  0.225
H (2.2397, -2.3784, -0.9884)  0.194
H (3.7818, -1.5321, -1.0650)  0.218
H (3.3936, -0.6998, 1.2701)  0.206
H (3.5174, -2.4550, 1.1920)  0.214
H (1.2753, -2.7722, 1.7371)  0.213
H (1.4963, -1.1956, 2.4887)  0.214
H (-0.4714, -0.9301, 1.2316)  0.235
H (0.1195, -1.9004, -0.1160)  0.214

=====

No. 2
Here is C14H16F6NO6S2 as an isolated structure from OMol25. Energies are from ωB97M-V with the def2-TZVPD basis set.

total charge: -1

Last column: natural (NBO) charge in e.
Atoms and positions in Å:
C (0.9036, -1.0306, -0.2875)  -0.674
C (0.3080, 0.1108, -1.0531)  -0.005
C (0.7719, 1.3758, -1.0049)  -0.063
C (1.9809, 1.8119, -0.2232)  -0.461
C (3.3653, 1.3930, -0.7566)  -0.377
C (3.6706, 1.6139, -2.2526)  -0.216
C (3.2422, 0.4224, -3.1149)  -0.605
C (3.1283, 2.9374, -2.8212)  -0.618
C (-0.0269, 2.4692, -1.6375)  0.500
O (0.1830, 3.6488, -1.3952)  -0.535
C (-1.1251, 2.1000, -2.5560)  -0.230
C (-1.5731, 0.8447, -2.6173)  -0.223
C (-0.9588, -0.2057, -1.7786)  0.487
O (-1.4812, -1.2926, -1.6482)  -0.473
H (0.5505, -1.0004, 0.7467)  0.270
H (0.5485, -1.9759, -0.6940)  0.254
H (1.9910, -1.0172, -0.3187)  0.209
H (1.8841, 1.4218, 0.7948)  0.235
H (1.9549, 2.8966, -0.1398)  0.238
H (3.5751, 0.3469, -0.5259)  0.199
H (4.0940, 1.9728, -0.1817)  0.205
H (4.7624, 1.6535, -2.3312)  0.190
H (3.7494, -0.4833, -2.7729)  0.203
H (2.1666, 0.2563, -3.0659)  0.209
H (3.5232, 0.5882, -4.1573)  0.201
H (2.9231, 3.6646, -2.0378)  0.219
H (2.2209, 2.7742, -3.4037)  0.204
H (3.8664, 3.3882, -3.4885)  0.205
H (-1.5886, 2.8943, -3.1289)  0.222
H (-2.4093, 0.5382, -3.2353)  0.226
C (-3.5707, -3.3204, 5.6644)  0.711
F (-3.0890, -3.8380, 6.8007)  -0.325
F (-4.3301, -4.2496, 5.0775)  -0.319
F (-4.3464, -2.2801, 5.9816)  -0.319
S (-2.1582, -2.8168, 4.5930)  2.252
O (-1.4502, -4.0373, 4.3240)  -0.937
O (-1.4710, -1.8048, 5.3458)  -0.937
N (-3.0409, -2.2767, 3.3964)  -1.239
S (-2.3613, -1.6795, 2.1002)  2.249
O (-1.7021, -2.6367, 1.2576)  -0.934
O (-1.7097, -0.4094, 2.2810)  -0.949
C (-3.9425, -1.2755, 1.2380)  0.714
F (-4.6807, -0.4199, 1.9542)  -0.320
F (-4.6708, -2.3721, 1.0106)  -0.318
F (-3.6774, -0.7009, 0.0621)  -0.322

=====

No. 3
Here is C14H16FeN4S as an isolated structure from OMol25. Energies are from ωB97M-V with the def2-TZVPD basis set.

total charge: +3
<S²>: 8.767
multiplicity: 6

Last column: Löwdin spin population.
Atoms and positions in Å:
Fe (0.5166, 0.4973, -1.2833)  4.030
C (-0.1454, -2.4719, 2.2255)  0.005
C (0.1707, -1.3881, 1.2740)  0.010
N (0.0986, -1.4737, -0.0201)  0.097
N (-0.2198, -2.6357, -0.6532)  0.012
C (0.0985, -2.8199, -1.9465)  0.046
N (-0.1532, -3.9477, -2.5632)  0.022
S (0.8575, -1.5165, -2.7974)  0.398
C (0.7176, -0.1280, 1.8057)  0.004
C (0.8334, 0.1173, 3.1788)  0.004
C (1.5178, 1.2423, 3.6134)  0.001
C (2.0948, 2.0870, 2.6820)  0.003
C (1.9020, 1.8004, 1.3282)  0.010
N (1.2224, 0.7469, 0.9172)  0.051
H (-0.4452, -3.4099, 1.7662)  0.000
H (0.7232, -2.6699, 2.8561)  0.000
H (-0.9509, -2.1563, 2.8931)  0.000
H (-0.6094, -3.4107, -0.1097)  0.001
H (-0.5963, -4.7504, -2.1283)  0.001
H (0.1469, -4.0844, -3.5229)  0.003
H (0.4008, -0.5569, 3.9028)  0.001
H (1.6216, 1.4390, 4.6736)  0.000
H (2.6819, 2.9440, 2.9794)  0.000
H (2.3436, 2.4372, 0.5719)  0.002
C (-0.5436, 3.0652, -1.1991)  0.050
C (-0.2906, 2.7376, -2.5395)  0.036
C (-0.9670, 1.6641, -3.1366)  0.049
C (-1.8495, 0.8861, -2.3781)  0.059
C (-2.0696, 1.1900, -1.0257)  0.048
C (-1.4351, 2.2965, -0.4457)  0.052
H (-0.1274, 3.9726, -0.7828)  0.001
H (0.3351, 3.3831, -3.1436)  0.001
H (-0.8698, 1.4948, -4.2005)  0.001
H (-2.4499, 0.1300, -2.8610)  0.000
H (-2.8443, 0.6726, -0.4779)  0.001
H (-1.7160, 2.6157, 0.5472)  0.001

=====

No. 4
Here is a 2-piece molecular cluster, C14H16N overall from OMol25. Energies are from ωB97M-V with the def2-TZVPD basis set.

total charge: +1

Last column: natural (NBO) charge in e.
Atoms and positions in Å:
C (1.5084, 0.4924, 1.9748)  0.379
C (0.3992, 0.9245, 1.6329)  -0.197
C (-5.1889, 0.1929, 0.5896)  -0.196
C (-4.4589, 0.3933, 1.7487)  -0.153
C (-4.5614, 0.1756, -0.6231)  -0.152
C (-3.1180, 0.6137, 1.6776)  -0.298
C (-3.1391, 0.3926, -0.7217)  -0.324
C (-2.5198, 0.5192, 0.4422)  0.226
C (2.6913, 0.0313, 1.4875)  -0.584
C (2.0277, 1.5675, -0.3691)  -0.431
C (0.4326, 1.5347, -0.6600)  -0.576
C (2.6357, 0.1793, -0.1118)  -0.002
C (-0.2760, 1.1095, 0.5278)  0.297
C (2.8795, -1.8879, -1.0904)  -0.407
N (1.9873, -0.8660, -0.7731)  -0.624
H (-6.1533, -0.1197, 0.6185)  0.226
H (-4.9170, 0.2609, 2.6504)  0.225
H (-5.1995, -0.0990, -1.5431)  0.245
H (-2.6434, 0.6064, 2.5941)  0.238
H (-2.6553, 0.1015, -1.5907)  0.246
H (3.4033, 0.6976, 1.8233)  0.294
H (2.9858, -0.9509, 1.8119)  0.267
H (2.5194, 2.0229, -1.3230)  0.252
H (2.3745, 2.3328, 0.3799)  0.226
H (0.1161, 2.5871, -0.9255)  0.298
H (0.4797, 0.7702, -1.4408)  0.296
H (3.6983, 0.0949, -0.5268)  0.244
H (3.9143, -1.6024, -1.2700)  0.213
H (2.8708, -2.7289, -0.3170)  0.182
H (2.5761, -2.2646, -1.9686)  0.211
H (1.0519, -1.0737, -0.3434)  0.380

=====

No. 5
Here is C14H16N2S2Si2Tc as an isolated structure from OMol25. Energies are from ωB97M-V with the def2-TZVPD basis set.

<S²>: 0.830
multiplicity: 2

Last column: Löwdin spin population.
Atoms and positions in Å:
Tc (-0.2111, 0.2971, 0.2918)  1.019
S (-1.8486, -1.0848, -0.4230)  -0.009
C (-2.9180, 0.3182, -0.3339)  0.018
S (-2.0182, 1.7867, -0.1352)  0.026
C (-4.2724, 0.2195, -0.4134)  -0.010
C (-5.1058, 1.3745, -0.3806)  -0.002
N (-5.7826, 2.3037, -0.3558)  -0.007
C (-4.9160, -1.0493, -0.5008)  -0.001
N (-5.4350, -2.0751, -0.5398)  -0.003
C (1.1903, -2.8567, 1.4928)  -0.007
Si (1.5325, -0.9837, 1.4708)  -0.023
C (1.7066, -0.4072, 3.2806)  -0.004
C (3.1696, -0.7183, 0.5344)  -0.003
C (4.3838, -1.1821, 1.0381)  -0.001
C (5.5687, -0.9760, 0.3467)  0.000
C (5.5539, -0.2878, -0.8589)  0.000
C (4.3519, 0.1755, -1.3715)  0.000
C (3.1527, -0.0371, -0.6928)  0.000
Si (1.5083, 0.6035, -1.4009)  0.005
C (1.2815, -0.0109, -3.1721)  -0.003
C (1.5920, 2.5085, -1.4012)  0.005
H (2.0157, -3.3815, 1.9805)  -0.001
H (1.0968, -3.2439, 0.4768)  0.000
H (0.2705, -3.0902, 2.0323)  0.000
H (2.5624, -0.8927, 3.7568)  -0.001
H (0.8145, -0.6726, 3.8511)  0.000
H (1.8539, 0.6715, 3.3604)  0.000
H (4.4089, -1.7127, 1.9848)  0.000
H (6.5031, -1.3485, 0.7474)  0.000
H (6.4773, -0.1122, -1.3961)  0.000
H (4.3495, 0.7149, -2.3144)  0.000
H (2.1517, 0.2606, -3.7736)  -0.001
H (0.3980, 0.4373, -3.6308)  0.000
H (1.1717, -1.0952, -3.2081)  0.000
H (2.4959, 2.8320, -1.9213)  0.001
H (1.6318, 2.9202, -0.3890)  0.000
H (0.7267, 2.9370, -1.9099)  0.000

=====

No. 6
Here is C14H16N3O3Pt as an isolated structure from OMol25. Energies are from ωB97M-V with the def2-TZVPD basis set.

total charge: +1

Last column: natural (NBO) charge in e.
Atoms and positions in Å:
Pt (0.0573, 0.3117, -0.1040)  0.909
C (3.1433, 2.0028, 1.7067)  -0.652
C (2.5412, 1.9607, 0.3175)  0.152
C (3.4805, 2.4526, -0.7608)  -0.629
O (2.1263, 0.5553, 0.0112)  -0.710
C (1.2983, 2.8681, 0.3030)  0.763
O (1.4270, 4.0365, 0.5350)  -0.575
O (0.1753, 2.2650, -0.0177)  -0.753
H (4.0331, 1.3683, 1.7575)  0.218
H (2.4256, 1.6664, 2.4595)  0.221
H (3.4324, 3.0240, 1.9379)  0.273
H (4.3666, 1.8165, -0.8134)  0.220
H (3.7829, 3.4668, -0.5146)  0.257
H (2.9982, 2.4517, -1.7385)  0.231
H (2.3426, 0.0460, 0.8048)  0.511
N (-2.3062, -1.9411, -0.1413)  -0.557
C (-2.7727, -0.6423, -0.1855)  0.408
C (-4.1476, -0.4661, -0.3524)  -0.270
C (-4.6665, 0.8035, -0.4043)  -0.101
C (-3.8101, 1.8951, -0.2869)  -0.257
C (-2.4728, 1.6593, -0.1207)  0.069
N (-1.9535, 0.4057, -0.0638)  -0.459
C (-1.0485, -2.4878, -0.1957)  0.416
C (-0.9501, -3.8879, -0.1972)  -0.261
C (0.2793, -4.4817, -0.2531)  -0.108
C (1.4177, -3.6742, -0.3391)  -0.257
C (1.2494, -2.3211, -0.3509)  0.051
N (0.0319, -1.7161, -0.2610)  -0.488
H (-3.0441, -2.6267, -0.1443)  0.420
H (-4.7928, -1.3305, -0.4374)  0.232
H (-5.7286, 0.9487, -0.5482)  0.243
H (-4.1778, 2.9093, -0.3274)  0.252
H (-1.7591, 2.4624, -0.0178)  0.276
H (-1.8514, -4.4846, -0.1482)  0.234
H (0.3669, -5.5595, -0.2441)  0.246
H (2.4099, -4.0947, -0.4040)  0.250
H (2.0958, -1.6619, -0.4607)  0.222

=====

Taking the records one at a time from the top gives total energy values of -1531.4693 -2444.9020 -2422.9178 -597.2474 -2108.6781 -1052.2382 hartree.
Taking the records one at a time from the top gives largest force on an atom values of 0.72 0.67 2.02 5.34 1.88 0.89 eV/A.